The following is a DFT calculation (wB97M-V/def2-TZVPD) of a structure of composition C4H13F2InNO7S2 at a distorted geometry.

Properties
- HOMO-LUMO gap: 3.495 eV
- Total charge: +1
- HOMO: -13.8 eV
- E_LUMO: -10.33 eV
- ΔE to the lowest compared entry with this formula, charge and spin: 1.688 eV
- Max |F|: 7.693 eV Å⁻¹

```
30
Properties=species:S:1:pos:R:3:lowdin_charge:R:1
In 0.696 0.169 -2.394 1.440
S -2.287 2.713 -0.923 0.442
S -0.170 3.589 -0.402 0.549
F 1.353 3.189 -0.775 -0.214
F -2.996 1.462 -1.574 -0.167
O -2.597 2.502 0.481 -0.222
O -2.888 3.818 -1.584 -0.161
O -0.158 3.517 1.021 -0.203
O 2.669 1.890 -3.255 -0.150
O -0.238 4.914 -0.957 -0.174
O 1.506 -2.371 -1.285 -0.173
O 0.419 0.158 0.537 -0.166
N -0.813 2.310 -1.335 -0.265
C -0.453 -0.814 2.589 -0.062
C 1.060 -3.785 0.593 -0.063
C -0.710 0.108 1.445 -0.300
C 0.428 -2.957 -0.537 -0.285
H -1.626 -0.129 0.899 0.118
H 1.124 0.515 1.092 0.110
H 1.786 -3.256 1.208 0.088
H 0.335 -0.431 3.243 0.093
H 0.272 -4.111 1.275 0.087
H 2.447 2.254 -4.135 0.017
H -0.164 -1.820 2.278 0.060
H 2.174 -3.067 -1.314 0.103
H 1.483 -4.684 0.143 0.087
H -0.082 -3.632 -1.230 0.120
H -0.270 -2.183 -0.224 0.087
H -1.300 -0.947 3.263 0.097
H -1.001 1.080 1.857 0.107
```

=====

The following is a DFT calculation (wB97M-V/def2-TZVPD) of a structure of composition C4H17N8O5Sn at a distorted geometry.

Properties
- Multiplicity: 2
- HOMO-LUMO gap (alpha / beta): 6.225 / 3.943 eV
- Total charge: +2
- HOMO (alpha / beta): -15.6 / -15.6 eV
- E_LUMO (alpha / beta): -9.35 / -11.63 eV
- Max |F|: 7.500 eV Å⁻¹

```
35
Properties=species:S:1:pos:R:3:lowdin_charge:R:1
Sn 1.132 -2.315 0.205 1.708
O -1.874 -2.461 1.121 -0.028
O -1.000 -2.321 -4.114 0.463
O 0.688 -0.762 2.885 -0.036
O 2.966 0.158 -1.245 0.000
O -0.151 0.217 -0.337 -0.465
N -1.464 -1.475 -2.103 0.230
N 0.719 1.301 1.894 0.161
N -2.531 -0.405 1.406 0.195
N 1.083 1.045 4.044 0.203
N -3.956 -1.900 1.769 0.191
N 0.424 -1.109 -2.928 0.224
N 3.612 2.123 -2.109 0.186
N 1.568 1.885 -1.746 0.149
C -2.709 -1.652 1.418 -0.799
C 0.750 0.459 2.953 -0.719
C 2.761 1.269 -1.635 -0.750
C -0.735 -1.638 -3.173 -0.601
H 1.483 1.972 4.020 0.134
H -0.424 0.990 0.193 -0.002
H 1.403 0.421 4.771 0.144
H 0.928 2.268 2.093 0.127
H 0.750 1.445 -1.350 0.042
H 1.644 2.884 -1.874 0.113
H 0.557 0.895 0.983 -0.005
H 1.212 -1.186 -3.556 0.162
H 4.620 2.085 -2.166 0.143
H -4.695 -1.224 1.637 0.129
H -4.164 -2.871 1.951 0.132
H -2.341 -1.963 -1.993 0.158
H -3.241 0.312 1.439 0.145
H 0.516 -0.524 -2.110 0.038
H -1.597 -0.081 1.199 0.066
H 3.229 3.052 -2.213 0.117
H -1.163 -0.895 -1.332 0.046
```

=====

The following is a DFT calculation (wB97M-V/def2-TZVPD) of a cluster of 2 separate species, CHNO5 in total at a distorted geometry.

Properties
- HOMO-LUMO gap: 9.436 eV
- Total charge: 0
- HOMO: -10.5 eV
- E_LUMO: -1.09 eV
- ΔE to the lowest compared entry with this formula, charge and spin: 6.701 eV
- Max |F|: 3.482 eV Å⁻¹

```
8
Properties=species:S:1:pos:R:3:lowdin_charge:R:1
O 1.678 -0.632 -0.142 -0.002
O -1.504 1.300 -0.817 0.204
O -1.505 1.304 0.644 0.202
O 1.102 1.461 0.059 -0.045
O 3.169 0.911 0.033 0.114
N 2.056 0.522 -0.019 -0.546
C -0.821 0.487 -0.069 -0.070
H -0.107 -0.353 -0.029 0.144
```

=====

The following is a DFT calculation (wB97M-V/def2-TZVPD) of a cluster of 2 separate species, C4H11NO2 in total at a distorted geometry.

Properties
- SMILES: CCNC(C)=O.O
- HOMO-LUMO gap: 10.556 eV
- Total charge: 0
- HOMO: -9.6 eV
- E_LUMO: 0.96 eV
- ΔE to the lowest compared entry with this formula, charge and spin: 0.639 eV
- Max |F|: 1.369 eV Å⁻¹

```
18
Properties=species:S:1:pos:R:3:lowdin_charge:R:1
O -3.162 1.719 5.143 -0.061
O 1.221 1.446 0.121 0.069
N 0.357 -0.654 -0.191 0.038
C 2.768 -0.223 -0.547 -0.004
C -0.843 -0.309 -0.973 -0.249
C 1.382 0.285 -0.163 -0.548
C -0.694 -0.675 -2.421 -0.099
H 3.491 0.470 -0.115 0.083
H 2.942 -1.250 -0.248 0.072
H -0.335 -1.693 -2.603 0.073
H 0.729 -1.541 -0.528 0.112
H -1.070 0.750 -0.867 0.115
H 0.087 -0.079 -2.908 0.077
H -3.474 2.330 5.818 0.031
H -2.973 0.916 5.638 0.030
H 2.838 -0.138 -1.627 0.081
H -1.680 -0.831 -0.506 0.109
H -1.584 -0.522 -3.023 0.072
```

=====

Look up the total charge of the first one. +1

=====

Among the records above, which one has the lowest max |F|? C4H11NO2

=====

Number 2 is which compound? C4H17N8O5Sn